{
  "formula": "C2H4Cl3N",
  "method": "the ωB97M-V functional and the def2-TZVPD basis",
  "s2": 2.0075,
  "homo_energy_ev": [-5.57, -10.18],
  "total_charge": 0,
  "gap_ha": [0.2339, 0.2686],
  "relative_energy_kcal_mol": 9.0,
  "multiplicity": 3,
  "largest_force_ev_per_a": 7.466,
  "lumo_energy_ev": [0.793, -2.871],
  "species": ["C", "C", "N", "Cl", "Cl", "Cl", "H", "H", "H", "H"],
  "coordinates": [[-1.12475, 0.75599, -0.37506], [0.40815, -0.55921, -0.24531], [1.06583, -0.21990, 0.98345], [-0.56206, 2.11593, -1.21414], [-0.53187, -2.12922, -0.22707], [1.51056, -0.47553, -1.57595], [-1.69075, 0.12018, -1.02982], [-1.38983, 0.82431, 0.72754], [0.53632, 0.34363, 1.56924], [1.77840, -0.77616, 1.38712]],
  "forces_ev_per_angstrom": [[-4.846, 3.754, 0.847], [5.677, -4.317, 2.209], [-1.214, -0.234, -3.191], [0.082, 0.232, 0.496], [0.378, 0.896, -0.050], [-0.139, -0.361, -0.283], [-0.004, -0.345, 0.144], [0.536, 0.083, -1.666], [-0.995, 0.844, 1.426], [0.525, -0.552, 0.069]]
}